C57H46ClN4O7P2Ti | ωB97M-V/def2-TZVPD

The energy above the lowest of the compared OMol25 structures with the same formula, charge and spin comes out at 1.6110 eV. The total energy comes out at -4937.4520 hartree. Its net charge is -1. As for the spin multiplicity: 3. The molar mass comes out at 1044.28 g/mol.

Last column: Löwdin spin population.
Geometry (Å):
Ti (-1.951, -0.063, 3.627)  1.073
O (-0.421, 3.525, 4.642)  0.000
Cl (-1.395, 2.839, 3.891)  0.003
O (-2.352, 3.775, 3.478)  0.001
O (-1.967, 1.792, 4.837)  0.009
O (-0.866, 2.099, 2.711)  0.008
O (-3.729, 0.885, 2.555)  0.004
N (-4.225, 0.103, 1.609)  0.014
N (-3.547, -0.954, 1.342)  0.003
O (-2.424, -1.237, 1.975)  0.006
C (-4.091, -1.865, 0.359)  0.000
C (-4.714, -1.294, -0.776)  0.000
C (-5.121, -2.112, -1.767)  0.000
C (-4.886, -3.522, -1.709)  0.000
C (-4.255, -4.050, -0.559)  0.000
C (-3.886, -3.210, 0.505)  0.000
H (-4.925, -0.179, -0.849)  0.000
H (-5.597, -1.686, -2.629)  0.000
H (-5.149, -4.186, -2.554)  0.000
H (-4.149, -5.097, -0.456)  0.000
H (-3.469, -3.559, 1.406)  0.000
C (4.648, 1.638, -5.517)  0.000
C (5.094, 1.088, -4.192)  0.000
C (6.595, 0.731, -4.125)  0.000
C (4.317, -0.226, -3.857)  0.000
C (4.594, -1.426, -4.584)  0.000
C (3.771, -2.516, -4.458)  0.000
C (2.705, -2.492, -3.529)  0.000
C (2.421, -1.342, -2.805)  0.000
P (1.019, -1.232, -1.612)  0.000
C (-0.358, -1.613, -2.724)  0.000
C (-0.915, -2.842, -3.071)  0.000
C (-2.033, -2.933, -3.841)  0.000
C (-2.690, -1.820, -4.308)  0.000
C (-2.115, -0.563, -4.016)  0.000
C (-0.932, -0.478, -3.305)  0.000
C (1.139, -2.734, -0.484)  0.000
C (2.390, -3.189, 0.045)  0.000
C (2.379, -3.929, 1.226)  0.000
C (1.184, -4.165, 1.913)  0.000
C (0.005, -3.729, 1.370)  0.001
C (-0.039, -3.040, 0.196)  0.000
C (3.237, -0.185, -3.061)  0.000
O (2.871, 0.891, -2.304)  0.000
C (3.674, 2.029, -2.302)  0.000
C (3.299, 2.981, -1.385)  0.000
C (4.136, 4.093, -1.277)  0.000
C (5.245, 4.258, -2.063)  0.000
C (5.506, 3.341, -3.071)  0.000
C (4.758, 2.178, -3.170)  0.000
P (1.901, 2.680, -0.193)  0.000
C (1.899, 4.193, 0.811)  0.000
C (2.037, 4.057, 2.176)  0.000
C (1.751, 5.051, 3.093)  0.000
C (1.417, 6.307, 2.594)  0.000
C (1.297, 6.527, 1.249)  0.000
C (1.515, 5.497, 0.390)  0.000
C (0.333, 2.981, -1.158)  0.000
C (-0.863, 2.585, -0.570)  0.000
C (-2.072, 2.589, -1.306)  0.000
C (-2.092, 3.116, -2.576)  0.000
C (-0.928, 3.681, -3.148)  0.000
C (0.250, 3.619, -2.417)  0.000
H (4.991, 1.022, -6.379)  0.000
H (4.865, 2.668, -5.654)  0.000
H (3.559, 1.627, -5.507)  0.000
H (6.798, -0.133, -4.778)  0.000
H (6.880, 0.398, -3.131)  0.000
H (7.299, 1.479, -4.494)  0.000
H (5.535, -1.453, -5.101)  0.000
H (4.043, -3.397, -5.052)  0.000
H (2.137, -3.365, -3.343)  0.000
H (-0.517, -3.809, -2.730)  0.000
H (-2.315, -3.904, -4.115)  0.000
H (-3.672, -1.821, -4.815)  0.000
H (-2.608, 0.314, -4.395)  0.000
H (-0.609, 0.493, -3.013)  0.000
H (3.317, -2.849, -0.457)  0.000
H (3.410, -4.161, 1.599)  0.000
H (1.242, -4.600, 2.898)  0.000
H (-0.891, -3.784, 2.001)  0.001
H (-0.969, -2.632, -0.180)  0.000
H (3.900, 4.839, -0.529)  0.000
H (5.829, 5.181, -1.956)  0.000
H (6.282, 3.585, -3.738)  0.000
H (2.289, 3.005, 2.477)  0.000
H (1.874, 4.819, 4.127)  0.000
H (1.088, 7.083, 3.266)  0.000
H (1.048, 7.482, 0.889)  0.000
H (1.310, 5.579, -0.710)  0.000
H (-0.814, 2.146, 0.422)  0.000
H (-3.007, 2.307, -0.862)  0.000
H (-3.020, 3.287, -3.096)  0.000
H (-0.952, 4.118, -4.147)  0.000
H (1.185, 4.011, -2.906)  0.000
C (-7.023, -2.150, 4.779)  0.028
C (-6.454, -0.947, 5.186)  -0.002
C (-5.049, -0.756, 5.054)  0.031
C (-4.252, -1.844, 4.668)  0.008
C (-4.841, -3.122, 4.354)  0.023
C (-6.222, -3.261, 4.419)  -0.003
N (-2.814, -1.659, 4.631)  0.208
N (-2.063, -2.711, 4.934)  0.402
C (-0.668, -2.348, 4.873)  0.028
C (0.261, -3.183, 5.444)  0.037
C (1.623, -2.802, 5.554)  0.000
C (1.983, -1.545, 5.084)  0.043
C (1.067, -0.700, 4.508)  0.002
C (-0.329, -1.091, 4.375)  0.064
H (-8.106, -2.303, 4.863)  0.002
H (-7.077, -0.179, 5.660)  -0.001
H (-4.487, 0.148, 5.338)  0.004
H (-4.202, -3.946, 4.079)  0.002
H (-6.705, -4.158, 4.138)  -0.001
H (-0.126, -4.191, 5.799)  0.000
H (2.318, -3.502, 6.056)  -0.001
H (3.002, -1.215, 5.156)  0.003
H (1.427, 0.270, 4.189)  -0.002

Cartesian forces (eV/Å) of the 3 atoms listed first:
Ti -1.16 0.48 -0.65
O 1.49 -0.10 0.19
Cl 0.19 -0.79 0.34